Record 1
A molecular structure, C38H52F5NOPSSn. Source: the Open Molecules 2025 dataset; level of theory: the ωB97M-V functional and the def2-TZVPD basis.

Values from the calculation:
Total charge: +3

CARTESIAN COORDINATES (ANGSTROEM)
Sn  -0.58005  0.53617  0.69708
C  -4.26804  0.55731  2.11709
C  -4.42552  -0.14291  0.77108
C  -5.42733  -1.30468  0.87418
C  -3.13032  -0.67654  0.21499
C  -2.86003  -0.56066  -1.14589
C  -1.74010  -1.12611  -1.76017
C  -1.76343  -1.07872  -3.27695
C  -2.50771  -2.30990  -3.81977
C  -0.42339  -0.88412  -3.96474
C  -0.77850  -1.78204  -0.95351
C  -1.10061  -2.05208  0.41326
C  -2.22876  -1.44154  0.98164
C  -0.39750  -3.12128  1.22934
C  -0.28404  -2.79898  2.72473
C  -1.19017  -4.43172  1.06554
C  0.42400  -2.43834  -1.57556
C  0.19084  -3.68562  -2.14827
C  1.21053  -4.45828  -2.68339
C  2.51493  -4.00048  -2.63654
C  2.77879  -2.75995  -2.07970
C  1.75112  -1.95962  -1.55951
P  2.35618  -0.36506  -0.93475
C  3.25260  0.76241  -2.18649
C  2.31234  1.25997  -3.27954
C  4.39026  -0.01747  -2.86267
C  3.78956  1.96493  -1.40376
C  3.35350  -0.65538  0.63410
C  3.30774  0.59669  1.52492
C  4.81684  -1.01975  0.35395
C  2.66885  -1.80726  1.37112
H  -5.16642  1.12704  2.34972
H  -3.42467  1.25432  2.11660
H  -4.12858  -0.16590  2.92170
H  -4.82018  0.57564  0.04834
H  -5.06956  -2.06571  1.57036
H  -5.59373  -1.77544  -0.09478
H  -6.38471  -0.93541  1.23942
H  -3.58843  -0.06056  -1.77505
H  -2.37306  -0.20967  -3.52596
H  -1.89492  -3.20822  -3.74303
H  -2.73576  -2.15333  -4.87351
H  -3.44733  -2.48298  -3.29373
H  0.15700  -1.80450  -4.02971
H  0.14848  -0.13544  -3.42572
H  -0.58195  -0.52026  -4.98000
H  -2.47534  -1.66357  2.01291
H  0.59634  -3.28443  0.81479
H  -1.20831  -3.04441  3.25017
H  -0.05564  -1.74726  2.91283
H  0.50320  -3.40377  3.17286
H  -2.21529  -4.30706  1.41895
H  -0.72228  -5.21765  1.65807
H  -1.22663  -4.76778  0.03254
H  -0.82252  -4.06239  -2.17352
H  0.98366  -5.42052  -3.12290
H  3.32740  -4.59592  -3.03026
H  3.80328  -2.41872  -2.05340
H  1.99321  0.45555  -3.93757
H  2.87407  1.97190  -3.88704
H  1.44483  1.78855  -2.88414
H  4.01294  -0.77975  -3.54077
H  5.10769  -0.45634  -2.17521
H  4.93173  0.71337  -3.46950
H  3.01857  2.45453  -0.80578
H  4.14457  2.69612  -2.13139
H  4.63602  1.71231  -0.77029
H  3.88353  1.42618  1.12870
H  3.75135  0.33222  2.48756
H  2.29032  0.94002  1.70540
H  5.38211  -0.20309  -0.08702
H  4.92487  -1.91501  -0.25780
H  5.27294  -1.23953  1.32224
H  1.63832  -1.55434  1.63265
H  3.21461  -1.99844  2.29696
H  2.66868  -2.72924  0.79158
F  -4.83998  6.75270  -1.82831
C  -3.97559  5.79900  -1.67634
C  -3.00866  5.89946  -0.66338
F  -3.00429  6.95066  0.12395
C  -2.08941  4.89536  -0.52095
F  -1.17786  4.98048  0.42576
C  -2.09789  3.75077  -1.36984
S  -0.92600  2.54770  -1.22493
C  -3.10741  3.68245  -2.37202
F  -3.15462  2.63124  -3.16893
C  -4.03158  4.67892  -2.52382
F  -4.96831  4.61100  -3.44242
C  0.81707  0.24473  6.30539
N  0.08629  0.45600  5.04847
C  -1.37156  0.44407  5.10485
C  0.72972  0.58261  3.92633
O  0.21448  0.68632  2.76906
H  0.38121  0.86883  7.08128
H  1.86199  0.51657  6.17986
H  0.74484  -0.80000  6.60458
H  -1.68489  0.77279  6.09159
H  -1.75403  -0.56153  4.92796
H  -1.76673  1.12680  4.36011
H  1.81666  0.62948  4.01538

=====

Record 2
11 unconnected molecules or ions with the total composition C38H52F6O29. Source: the Open Molecules 2025 dataset; level of theory: the ωB97M-V functional and the def2-TZVPD basis.

Values from the calculation:
SMILES: O=C1OC[C@@H](F)O1.O=C1OC[C@@H](F)O1.O=C1OC[C@@H](F)O1.O=C1OC[C@@H](F)O1.O=C1OC[C@@H](F)O1.O=C1OC[C@@H](F)O1.C[C@H]1COC(=O)O1.C[C@H]1COC(=O)O1.C[C@H]1COC(=O)O1.C1CCOC1.C1CCOC1

CARTESIAN COORDINATES (ANGSTROEM)
O  14.80765  16.89298  11.17804
C  14.34183  15.83145  11.54966
O  13.09854  15.73186  11.80686
C  12.73748  14.44028  12.26226
C  14.15125  13.80197  12.36808
F  14.20420  12.66201  11.80584
O  14.97294  14.68700  11.65492
H  12.13628  14.32638  13.16430
H  12.15892  14.02917  11.43500
H  14.59448  13.72378  13.36082
O  15.19770  14.52181  16.79400
C  14.14248  13.92715  16.77828
O  13.55807  13.40520  17.83832
C  12.34692  12.70340  17.44362
C  12.02919  13.35360  16.16632
F  11.09518  14.25335  16.37520
O  13.20233  13.91666  15.74788
H  12.53241  11.64762  17.24604
H  11.50499  12.81930  18.12614
H  11.63153  12.68374  15.40392
O  19.83228  12.73604  11.65308
C  19.27029  13.51981  12.41452
O  18.28174  14.40383  12.08446
C  18.05374  15.29164  13.10336
C  18.60676  14.59204  14.27104
F  17.65865  13.79900  14.76216
O  19.64377  13.82159  13.64738
H  18.60171  16.21562  12.91876
H  17.04076  15.53869  13.42108
H  18.96708  15.30110  15.01636
O  14.16680  10.71579  15.23696
C  14.74711  10.23968  14.25060
O  14.16182  9.68838  13.13974
C  15.11926  9.36303  12.14800
C  16.44150  9.69941  12.87132
F  17.21253  10.50975  12.12582
O  16.08215  10.21811  14.13794
H  15.12770  8.29618  11.92474
H  14.95446  9.95111  11.24518
H  17.03788  8.79776  13.01080
O  10.89887  16.54111  6.77248
C  11.31948  17.34431  7.62562
O  11.96543  18.44715  7.34542
C  12.02634  19.27894  8.56368
C  11.99484  18.24280  9.65154
F  11.30788  18.61365  10.75786
O  11.23186  17.23612  8.97056
H  12.88528  19.94438  8.65042
H  11.15425  19.93271  8.55120
H  13.02815  18.02647  9.92278
O  11.53312  11.52374  13.29698
C  10.81732  10.56097  13.62184
O  10.92740  9.91920  14.79068
C  9.99677  8.91252  14.75216
C  9.64381  8.63340  13.33044
F  8.36434  8.21829  13.17456
O  9.86808  9.97483  12.88080
H  10.30058  7.98319  15.23398
H  9.09904  9.19240  15.30338
H  10.25483  7.81518  12.94930
C  8.98834  14.57421  8.40262
C  8.72040  15.20290  9.76758
C  7.27358  15.12574  10.26852
O  7.37046  14.26355  11.38892
C  8.70107  14.01506  11.73112
O  9.14783  13.28597  12.67430
O  9.45949  14.44363  10.67524
H  10.05014  14.36884  8.26660
H  8.70667  15.28401  7.62484
H  8.44081  13.65355  8.20092
H  9.10303  16.21730  9.88016
H  6.61076  14.63995  9.55244
H  6.88461  16.13691  10.38829
C  15.10450  17.23281  7.27430
C  14.82468  15.65409  7.07192
C  15.71358  14.77294  7.94044
O  14.83806  13.81949  8.43702
C  13.61912  14.25530  8.28461
O  12.61575  13.68365  8.73894
O  13.53818  15.29753  7.53772
H  14.29047  17.85134  6.89632
H  16.04735  17.54200  6.82314
H  15.23667  17.40089  8.34311
H  14.89610  15.30428  6.04204
H  16.24098  15.33892  8.70828
H  16.48650  14.40269  7.26694
C  12.69085  10.10363  8.86604
C  11.56403  10.35175  9.80950
C  10.73735  11.50074  9.51614
O  9.41359  11.13066  9.69460
C  9.39808  9.83794  9.64957
O  8.37329  9.22675  9.71942
O  10.68029  9.34023  9.59564
H  12.22960  10.06704  7.87912
H  13.19677  9.16955  9.11026
H  13.29949  11.00596  8.92491
H  11.91426  10.48255  10.83338
H  10.92130  11.84602  8.49876
H  10.92475  12.35169  10.17102
C  14.20710  18.41743  14.53848
C  14.05289  17.40780  15.62428
C  12.56619  17.12304  15.74902
O  12.03872  18.39174  15.33542
C  12.81583  18.96336  14.30842
H  14.58920  17.97874  13.61672
H  14.91163  19.19913  14.82254
H  14.37136  17.92559  16.52904
H  14.70646  16.55023  15.46454
H  12.30838  17.05816  16.80610
H  12.18011  16.26290  15.20202
H  12.69482  20.04588  14.26826
H  12.48039  18.70733  13.30342
C  15.22503  21.26760  12.20802
C  14.39386  22.55978  12.03408
C  14.32738  22.78471  10.53420
O  14.42475  21.48985  9.96104
C  14.55075  20.56332  11.01222
H  15.13627  20.83672  13.20530
H  16.27188  21.44689  11.96294
H  14.94236  23.44554  12.35452
H  13.38345  22.50104  12.43870
H  15.21180  23.32621  10.19852
H  13.40041  23.28476  10.25352
H  15.12811  19.75473  10.56396
H  13.52894  20.23055  11.19466

=====

Record 3
A molecular structure, C38H52GaO2Se. Source: the Open Molecules 2025 dataset; level of theory: the ωB97M-V functional and the def2-TZVPD basis.

Values from the calculation:
Energy above the lowest of the compared OMol25 structures with the same formula, charge and spin: 0.000 eV
Total charge: -1

CARTESIAN COORDINATES (ANGSTROEM)
Ga  0.20829  -0.16540  2.59799
C  0.19661  -3.74232  -3.90460
C  1.49099  -4.00485  -3.12012
C  1.49873  -5.46308  -2.64019
C  2.67104  -3.80722  -4.07086
C  1.55671  -3.06728  -1.91479
C  0.54361  -3.09087  -0.96111
C  0.57330  -2.23543  0.11980
Se  -0.94880  -2.19229  1.28975
C  -1.93168  -0.92901  0.23529
C  -2.76747  -1.38325  -0.77314
C  -3.40293  -0.48139  -1.61309
C  -3.15105  0.87092  -1.38121
C  -2.32614  1.37263  -0.38196
C  -1.69055  0.44052  0.47523
O  -0.92163  0.82354  1.46667
C  -2.16579  2.90517  -0.31069
C  -1.60687  3.40250  -1.65419
C  -3.54591  3.53859  -0.07577
C  -1.23249  3.43394  0.78592
C  -4.31549  -0.90213  -2.76401
C  -5.70706  -0.28106  -2.58006
C  -4.47467  -2.42054  -2.83768
C  -3.71922  -0.41905  -4.09407
C  1.62562  -1.31083  0.34226
O  1.61994  -0.54939  1.41028
C  2.65594  -1.27006  -0.62466
C  2.57672  -2.14904  -1.70806
C  3.86686  -0.31619  -0.60666
C  3.83280  0.54912  -1.87688
C  3.94111  0.64007  0.58893
C  5.15957  -1.14807  -0.60079
H  0.13283  -4.40409  -4.77367
H  -0.68613  -3.91200  -3.28510
H  0.16343  -2.70760  -4.25289
H  1.42963  -6.14856  -3.49037
H  2.41872  -5.68127  -2.09354
H  0.65898  -5.66490  -1.97295
H  2.57523  -4.49202  -4.91738
H  2.70285  -2.78890  -4.46493
H  3.62364  -4.01481  -3.57802
H  -0.29867  -3.76625  -1.06290
H  -2.89365  -2.45132  -0.89457
H  -3.63151  1.59091  -2.03601
H  -2.26091  3.15358  -2.49262
H  -1.48805  4.48956  -1.62895
H  -0.62886  2.95543  -1.84641
H  -4.25579  3.28766  -0.86707
H  -3.96327  3.19688  0.87390
H  -3.45413  4.62792  -0.03660
H  -0.21566  3.06211  0.67310
H  -1.21072  4.52649  0.71075
H  -1.56581  3.16592  1.78592
H  -6.14386  -0.59400  -1.62919
H  -5.66103  0.80953  -2.58352
H  -6.37570  -0.59307  -3.38828
H  -4.90500  -2.82349  -1.91800
H  -5.14134  -2.67864  -3.66411
H  -3.51645  -2.91568  -3.01269
H  -3.65020  0.67015  -4.12574
H  -2.71292  -0.82149  -4.22978
H  -4.33974  -0.74388  -4.93504
H  3.37406  -2.09982  -2.43880
H  2.91789  1.14526  -1.90425
H  4.68764  1.23186  -1.88762
H  3.86958  -0.05267  -2.78718
H  3.07512  1.29834  0.63823
H  4.00276  0.10698  1.53475
H  4.83961  1.25584  0.47426
H  5.24225  -1.78860  -1.48127
H  6.03034  -0.48611  -0.58220
H  5.19553  -1.78554  0.28527
C  1.52286  0.60087  6.55562
C  1.39511  0.83163  5.03780
C  2.79415  0.66368  4.44414
C  0.46293  -0.26517  4.46864
C  0.85683  2.24773  4.79481
C  -0.36651  2.63969  5.35072
C  -0.91776  3.88426  5.09950
C  -0.26238  4.79526  4.27479
C  0.95370  4.43338  3.72228
C  1.50771  3.18262  3.98770
H  1.87524  -0.41834  6.72099
H  0.55846  0.70498  7.05710
H  2.22493  1.30781  7.01663
H  3.11693  -0.36174  4.62697
H  3.52074  1.35353  4.88766
H  2.80019  0.81128  3.36072
H  -0.55274  -0.12446  4.87244
H  -0.91155  1.93863  5.97120
H  -1.87343  4.14408  5.54037
H  -0.69976  5.76346  4.06332
H  1.48287  5.12455  3.07561
H  2.46067  2.93440  3.53893

=====

Record 4
A molecular structure, C38H53BrCuN9O2SSi. Source: the Open Molecules 2025 dataset; level of theory: the ωB97M-V functional and the def2-TZVPD basis.

Values from the calculation:
Spin multiplicity: 2
Energy above the lowest of the compared OMol25 structures with the same formula, charge and spin: 0.181 eV
Total charge: +1

CARTESIAN COORDINATES (ANGSTROEM)
Cu  -0.45073  2.22357  0.27102
C  -0.58323  1.85467  4.54932
C  -0.94413  2.08307  3.21972
N  -0.08063  2.02357  2.23762
C  1.20247  1.74187  2.49332
C  1.66587  1.49987  3.80542
C  0.72517  1.55807  4.84592
C  3.04877  1.22917  4.02302
C  3.92997  1.23137  2.99442
C  3.49287  1.46957  1.65822
C  4.36197  1.44977  0.55632
C  3.84667  1.64327  -0.70178
C  2.47637  1.88047  -0.84518
N  1.64787  1.92427  0.16812
C  2.12457  1.71397  1.40182
H  -1.32603  1.91907  5.32472
H  -1.95853  2.32957  2.95102
H  1.04937  1.37997  5.86092
H  3.37677  1.02247  5.03172
H  4.98257  1.04117  3.15532
H  5.41557  1.27267  0.71412
H  4.47857  1.61247  -1.57438
H  2.05327  2.03417  -1.82418
N  -0.00183  1.61127  -5.78128
C  -0.19993  1.78097  -4.45898
C  -0.63633  0.72927  -3.63698
C  -0.77643  0.93987  -2.28598
N  -0.51133  2.10797  -1.70858
C  -0.13713  3.12967  -2.47148
C  0.02777  3.01997  -3.83278
H  -0.14913  0.71657  -6.21278
H  0.33847  2.36767  -6.34738
H  -0.85233  -0.23963  -4.05788
H  -1.08543  0.14237  -1.63108
H  0.05717  4.05897  -1.95798
H  0.33237  3.87437  -4.41628
C  1.56407  7.75767  -1.31228
C  1.84427  7.15737  0.06602
C  0.71747  6.28117  0.45622
N  0.70827  5.01387  0.29792
N  -0.43783  4.41767  0.63122
C  -1.35033  5.23907  1.06142
N  -2.55183  4.85467  1.52402
S  -0.81043  6.90787  1.07792
H  2.39387  8.38647  -1.61618
H  0.66487  8.36757  -1.27448
H  1.42937  6.96477  -2.04568
H  1.96707  7.96067  0.79552
H  2.74697  6.54247  0.03532
H  -2.85943  3.96707  1.14802
H  -3.26643  5.56157  1.60762
C  0.89407  -5.72343  2.03512
C  1.28977  -4.29163  1.65882
C  0.90127  -3.34813  2.80622
C  2.81467  -4.22613  1.52392
Si  0.44347  -3.75863  -0.01268
Br  1.00927  -1.54853  -0.20928
C  1.27207  -4.49793  -1.62198
C  2.67527  -3.93783  -1.88408
C  1.37857  -6.01963  -1.49458
C  0.45207  -4.15593  -2.87058
C  -1.50273  -3.81813  -0.01748
C  -2.06493  -3.52533  1.37492
C  -2.09793  -2.75183  -0.94298
C  -2.01413  -5.19793  -0.44268
H  1.33447  -5.99993  2.99202
H  1.24007  -6.44023  1.29592
H  -0.18373  -5.83303  2.12712
H  1.56077  -3.51043  3.66012
H  -0.11563  -3.52283  3.14152
H  0.98767  -2.30053  2.51952
H  3.28777  -4.44573  2.48072
H  3.14137  -3.23453  1.21352
H  3.17557  -4.95853  0.80812
H  3.35947  -4.14553  -1.06948
H  2.64717  -2.86173  -2.04168
H  3.08127  -4.39743  -2.78538
H  2.08157  -6.29623  -0.71278
H  1.74247  -6.45193  -2.42548
H  0.41857  -6.47633  -1.26828
H  0.34057  -3.07733  -2.97858
H  -0.53213  -4.61333  -2.85028
H  0.97067  -4.52583  -3.75468
H  -1.75863  -2.54233  1.72682
H  -1.75923  -4.28033  2.09202
H  -3.15373  -3.54183  1.33282
H  -1.88223  -1.75853  -0.55408
H  -3.18263  -2.86453  -0.97058
H  -1.72643  -2.81733  -1.96178
H  -1.63133  -5.97883  0.20952
H  -1.74293  -5.44543  -1.46488
H  -3.10163  -5.22023  -0.38308
C  -5.33793  2.12677  -1.62298
N  -4.44233  1.52547  -0.66178
C  -4.75453  0.37347  -0.01418
C  -3.88693  -0.22763  0.81732
C  -2.55863  0.33537  1.00522
O  -1.68563  -0.18993  1.68402
N  -2.33853  1.53267  0.37902
C  -3.21633  2.15107  -0.43038
O  -2.98373  3.24617  -0.92868
H  -6.36963  1.87527  -1.38908
H  -5.10413  1.79027  -2.63678
H  -5.20283  3.20657  -1.58968
H  -5.74313  -0.02483  -0.20078
H  -4.12673  -1.13663  1.33802

=====

Number 1: DFT total energy -83303.72978 eV, maximum force 0.50 eV/Å. Number 2: DFT total energy -115929.28637 eV, maximum force 6.06 eV/Å. Number 3: DFT total energy -162070.09643 eV, maximum force 0.59 eV/Å. Number 4: DFT total energy -191168.32400 eV, maximum force 1.37 eV/Å.